1.
DFT (ωB97M-V/def2-TZVPD) results for the molecule C5H8O2 in a non-equilibrium geometry.

Energy above the lowest of the compared OMol25 structures with the same formula, charge and spin = 32.7 kcal/mol
Charge = 0

Positions of all 15 atoms, in Å:
C -2.102 -0.077 -0.821
C -0.978 -0.465 0.127
C 0.187 0.513 0.039
C 1.293 -0.052 0.924
O 1.237 -0.193 2.126
C 2.662 -0.116 0.254
O 2.900 1.036 -0.031
H -2.493 0.918 -0.581
H -2.924 -0.792 -0.752
H -1.757 -0.051 -1.861
H -0.605 -1.471 -0.111
H -1.325 -0.503 1.165
H 0.545 0.577 -0.995
H -0.147 1.522 0.322
H 3.506 -0.847 0.195

***

2.
DFT (ωB97M-V/def2-TZVPD) results for the molecule C2H3OP in a non-equilibrium geometry.

Energy above the lowest of the compared OMol25 structures with the same formula, charge and spin = 19.6 kcal/mol
<S²> = 2.01
2S+1 = 3
Charge = 0

Positions of all 7 atoms, in Å:
C -0.287 -0.518 -0.070
C 1.094 0.070 -0.056
O -3.262 0.054 -0.047
P -1.797 0.151 0.027
H 1.211 0.646 0.789
H 1.454 0.407 -1.043
H 1.586 -0.810 0.399